Below is 10 unconnected molecules or ions with the total composition C48H101F9O27S2, with properties calculated with ωB97M-V with the def2-TZVPD basis set.

Last column: Löwdin charge in e.
Geometry (Å):
C: -2.562 2.298 2.753  -0.039
C: -3.282 3.584 3.133  -0.150
O: -2.569 4.774 2.683  0.032
C: -2.851 5.241 1.502  -0.433
O: -3.610 4.818 0.697  0.168
C: -2.068 6.592 1.264  -0.451
F: -1.207 6.890 2.243  0.160
F: -1.485 6.697 0.059  0.163
F: -3.073 7.571 1.336  0.094
H: -3.296 1.530 3.093  0.068
H: -1.586 2.192 3.185  0.058
H: -2.476 2.139 1.664  0.074
H: -3.253 3.778 4.210  0.130
H: -4.296 3.587 2.743  0.121
C: -4.308 -1.704 3.419  -0.054
C: -5.636 -1.763 2.732  -0.104
O: -5.601 -1.100 1.335  0.041
C: -5.477 0.183 1.302  -0.460
O: -5.556 0.939 2.218  0.157
C: -5.352 0.700 -0.139  -0.500
F: -4.988 -0.241 -1.056  0.130
F: -6.570 1.128 -0.534  0.162
F: -4.479 1.707 -0.213  0.171
H: -3.590 -2.133 2.742  0.063
H: -4.363 -2.257 4.355  0.093
H: -3.995 -0.692 3.708  0.075
H: -6.508 -1.334 3.280  0.140
H: -5.889 -2.746 2.367  0.098
C: -3.741 -3.011 -2.044  -0.059
C: -2.630 -2.664 -2.995  -0.184
O: -2.468 -1.223 -3.025  -0.002
C: -3.195 -0.568 -3.897  -0.446
O: -4.107 -0.957 -4.529  0.180
C: -2.759 0.946 -3.875  -0.562
F: -3.192 1.559 -2.767  0.159
F: -1.444 0.988 -3.811  0.179
F: -3.263 1.605 -4.900  0.190
H: -3.572 -2.505 -1.067  0.071
H: -3.549 -4.095 -1.858  0.088
H: -4.740 -2.849 -2.477  0.099
H: -2.842 -2.958 -4.018  0.124
H: -1.618 -2.962 -2.721  0.111
C: -1.465 -0.972 0.299  -0.038
C: -0.308 -0.172 -0.259  -0.240
O: -0.595 1.250 0.008  -0.258
S: 0.710 2.252 0.194  0.613
C: 1.356 2.203 -1.465  -0.069
O: 0.148 3.527 0.454  -0.257
O: 1.641 1.635 1.102  -0.292
H: -1.497 -0.772 1.333  0.052
H: -1.361 -2.081 0.169  0.089
H: -2.363 -0.644 -0.227  0.069
H: 0.604 -0.361 0.249  0.061
H: -0.179 -0.366 -1.326  0.108
H: 2.100 3.007 -1.544  0.049
H: 0.606 2.600 -2.125  0.053
H: 1.706 1.225 -1.789  0.070
C: -6.303 -5.899 -0.686  -0.052
C: -5.457 -5.175 0.382  -0.248
O: -4.289 -6.002 0.595  -0.271
S: -3.158 -5.462 1.592  0.529
C: -2.144 -6.810 1.585  -0.120
O: -2.525 -4.328 1.001  -0.275
O: -3.767 -5.267 2.864  -0.267
H: -6.607 -6.910 -0.412  0.078
H: -5.616 -5.994 -1.514  0.068
H: -7.179 -5.299 -0.967  0.088
H: -5.118 -4.219 -0.046  0.095
H: -5.972 -4.983 1.342  0.117
H: -1.254 -6.430 2.095  0.062
H: -1.923 -7.123 0.553  0.101
H: -2.625 -7.617 2.072  0.073
C: 1.428 -2.961 -1.515  -0.085
O: 2.085 -1.821 -0.992  -0.213
C: 3.135 -2.074 -0.081  -0.167
C: 3.704 -0.723 0.351  -0.183
O: 4.167 -0.047 -0.788  -0.127
C: 4.930 1.065 -0.460  -0.209
C: 5.576 1.791 -1.652  -0.156
O: 4.592 2.537 -2.427  -0.223
C: 5.258 3.150 -3.495  -0.142
H: 1.201 -3.655 -0.706  0.090
H: 2.134 -3.462 -2.205  0.094
H: 0.538 -2.643 -2.023  0.058
H: 3.925 -2.667 -0.549  0.123
H: 2.765 -2.683 0.771  0.128
H: 4.510 -0.881 1.069  0.131
H: 2.935 -0.078 0.783  0.088
H: 5.758 0.779 0.209  0.131
H: 4.313 1.769 0.065  0.114
H: 6.050 1.021 -2.289  0.115
H: 6.355 2.485 -1.217  0.144
H: 4.583 3.455 -4.274  0.076
H: 6.038 2.493 -3.952  0.092
H: 5.719 4.093 -3.157  0.092
C: -2.300 -0.386 -7.273  -0.088
O: -1.586 -0.836 -6.138  -0.194
C: -0.748 -1.964 -6.371  -0.195
C: 0.244 -1.996 -5.290  -0.201
O: 1.175 -0.917 -5.401  -0.098
C: 2.004 -0.912 -4.257  -0.192
C: 3.269 -0.105 -4.523  -0.176
O: 4.140 -0.785 -5.452  -0.188
C: 5.420 -0.151 -5.465  -0.107
H: -2.964 -1.185 -7.672  0.097
H: -1.640 -0.174 -8.113  0.087
H: -2.933 0.462 -7.036  0.081
H: -0.216 -1.992 -7.331  0.137
H: -1.413 -2.829 -6.379  0.129
H: 0.751 -2.960 -5.228  0.137
H: -0.344 -1.823 -4.378  0.108
H: 2.266 -1.943 -3.876  0.125
H: 1.434 -0.407 -3.446  0.119
H: 3.739 0.063 -3.525  0.117
H: 3.056 0.862 -5.032  0.140
H: 6.068 -0.680 -6.167  0.087
H: 5.873 -0.066 -4.444  0.084
H: 5.235 0.841 -5.865  0.074
C: 3.650 -6.186 -0.501  -0.091
O: 3.076 -5.607 0.695  -0.216
C: 2.238 -6.559 1.386  -0.186
C: 1.812 -5.950 2.744  -0.219
O: 0.631 -5.267 2.543  -0.169
C: 0.135 -4.516 3.683  -0.142
C: 0.002 -3.016 3.433  -0.203
O: 1.269 -2.408 3.241  -0.182
C: 1.209 -0.964 3.125  -0.059
H: 2.946 -6.670 -1.159  0.081
H: 4.427 -6.890 -0.169  0.088
H: 4.215 -5.395 -0.967  0.074
H: 2.771 -7.509 1.607  0.122
H: 1.376 -6.796 0.698  0.133
H: 2.675 -5.295 3.087  0.149
H: 1.639 -6.749 3.527  0.137
H: 0.860 -4.565 4.525  0.140
H: -0.852 -4.801 3.977  0.108
H: -0.427 -2.625 4.359  0.126
H: -0.686 -2.804 2.603  0.111
H: 2.268 -0.653 3.222  0.104
H: 0.756 -0.617 4.048  0.069
H: 0.806 -0.521 2.232  0.053
C: -3.316 5.704 -3.413  -0.066
O: -2.513 4.495 -3.496  -0.167
C: -1.668 4.371 -2.390  -0.221
C: -0.510 5.319 -2.470  -0.207
O: 0.345 4.921 -3.498  -0.109
C: 1.488 5.650 -3.749  -0.205
C: 2.707 5.349 -2.930  -0.234
O: 2.583 5.783 -1.618  -0.176
C: 3.625 5.384 -0.776  -0.093
H: -3.895 5.769 -2.492  0.089
H: -4.006 5.695 -4.248  0.082
H: -2.713 6.615 -3.511  0.078
H: -1.396 3.309 -2.331  0.107
H: -2.243 4.575 -1.481  0.108
H: 0.002 5.423 -1.484  0.120
H: -0.904 6.310 -2.751  0.117
H: 1.284 6.720 -3.710  0.133
H: 1.739 5.428 -4.806  0.139
H: 3.527 5.887 -3.466  0.140
H: 2.923 4.268 -2.856  0.094
H: 4.582 5.855 -1.046  0.096
H: 3.740 4.296 -0.876  0.064
H: 3.361 5.603 0.255  0.094
C: 1.200 4.621 3.942  -0.100
O: 1.814 3.619 4.719  -0.166
C: 1.015 2.473 4.915  -0.226
C: 1.538 1.563 5.951  -0.196
O: 1.347 2.169 7.215  -0.111
C: 1.431 1.425 8.361  -0.219
C: 2.796 0.760 8.449  -0.233
O: 2.898 -0.356 7.604  -0.216
C: 4.239 -0.570 7.132  -0.090
H: 0.755 4.324 2.953  0.089
H: 1.890 5.468 3.903  0.090
H: 0.411 5.000 4.595  0.083
H: 0.938 1.880 4.011  0.103
H: -0.026 2.791 5.201  0.142
H: 2.590 1.426 5.696  0.133
H: 1.060 0.608 5.856  0.111
H: 0.622 0.662 8.420  0.136
H: 1.278 2.095 9.210  0.128
H: 3.071 0.471 9.516  0.139
H: 3.544 1.533 8.115  0.130
H: 4.740 -1.232 7.852  0.086
H: 4.777 0.407 7.019  0.094
H: 4.185 -1.061 6.141  0.088

Properties
* F_max: 0.056 Eh/bohr
* E_LUMO: 0.004 Ha
* SMILES: CCOC(=O)C(F)(F)F.CCOC(=O)C(F)(F)F.CCOC(=O)C(F)(F)F.CCOS(C)(=O)=O.CCOS(C)(=O)=O.COCCOCCOC.COCCOCCOC.COCCOCCOC.COCCOCCOC.COCCOCCOC
* molecular weight: 1345.4 g/mol
* DFT total energy: -152815.3564 eV
* ΔE to the lowest compared entry with this formula, charge and spin: 0.0 kcal per mole
* HOMO level: -0.33020 Eh